Here is the molecule C5H7ClOS at a distorted geometry from the OMol25 dataset. Energies are from ωB97M-V/def2-TZVPD.

XYZ file:
```
15
Properties=species:S:1:pos:R:3:forces:R:3
Cl 3.17804 0.26509 -0.20420 -0.476 -0.235 0.125
S -2.12481 0.02637 0.10575 1.141 -1.107 -0.552
O 0.10250 1.65746 0.34062 0.045 0.133 0.453
C -0.80904 -1.38665 -0.20230 0.053 0.948 -1.171
C -1.07900 1.39614 -0.44793 -0.658 2.292 -0.222
C 0.51144 0.41746 0.84217 0.670 0.777 -3.095
C 0.49831 -0.57535 -0.31450 -1.763 -2.142 2.398
C 1.71089 -0.40785 0.52519 0.350 0.710 -0.237
H 0.56209 -0.19701 -1.25590 0.590 1.605 -2.233
H 1.92246 -1.10566 1.28819 0.436 -0.696 0.645
H -0.70891 -2.05780 0.62128 -0.678 -0.497 0.664
H -1.75781 2.27946 -0.28910 0.623 -0.709 -0.122
H -0.05858 0.11431 1.65589 -0.592 -0.604 1.603
H -0.78262 1.46396 -1.52808 -0.416 -0.719 0.832
H -1.16495 -1.88993 -1.13708 0.676 0.243 0.913
```
Forces are in eV/Å.

Output
* SMILES: Cl[C@@H]1[C@H]2CSCO[C@H]12
* HOMO level: -9.2348 eV
* relative energy (zero: lowest compared OMol25 entry of this formula, charge and spin): 271.1 kJ/mol
* F_max: 0.0713 Eh/bohr
* frontier orbital gap: 10.009 eV

Atom charges from the Löwdin analysis, given in e for atoms 1 to 4: atom 1 (Cl): 0.64, atom 2 (S): 0.86, atom 3 (O): -0.13, atom 4 (C): -0.30